Molecular formula: C8H22Br2N6O12
Method: DFT, ωB97M-V/def2-TZVPD

Geometry as XYZ:
```
50
Properties=species:S:1:pos:R:3:nbo_charge:R:1
C -3.28442 4.70456 0.97972 -0.48
N -2.93945 3.26816 1.15531 0.54
O -3.75798 2.41722 0.96321 -0.37
O -1.73623 3.03975 1.36592 -0.39
H -4.11127 4.97253 1.63744 0.24
H -3.66659 4.72075 -0.04096 0.24
H -2.38802 5.27235 1.22912 0.25
C 3.70738 -1.90823 1.94977 -0.49
N 2.63707 -2.55618 2.74905 0.52
O 1.44883 -2.27934 2.53221 -0.38
O 3.02474 -3.36870 3.60765 -0.38
H 3.79830 -0.88462 2.31318 0.25
H 3.52762 -2.06383 0.88602 0.24
H 4.60839 -2.45992 2.21791 0.23
C -0.51483 -3.67309 -1.43007 -0.50
N -1.41188 -3.10701 -2.47447 0.54
O -1.55326 -1.90803 -2.39273 -0.41
O -1.93254 -3.77811 -3.34256 -0.36
H 0.37953 -3.63699 -2.05210 0.22
H -0.72233 -4.71111 -1.17015 0.24
H -0.29118 -3.01431 -0.59098 0.26
C 4.02326 2.74006 3.44601 -0.49
N 2.72662 2.44316 2.80952 0.51
O 2.52226 1.35550 2.25917 -0.38
O 1.77366 3.22306 2.97733 -0.36
H 4.23493 2.00557 4.22307 0.25
H 4.09479 3.76647 3.80583 0.24
H 4.79311 2.79575 2.67638 0.24
C 2.92694 -0.64840 -3.17698 -0.50
N 3.69817 0.31316 -4.03052 0.54
O 4.83580 0.60964 -3.66909 -0.42
O 3.14528 0.79924 -4.93658 -0.34
H 2.92725 -0.18434 -2.19070 0.24
H 3.50096 -1.56252 -3.32860 0.23
H 1.89678 -0.83038 -3.48317 0.24
C -4.46607 -0.02023 -1.54091 -0.48
N -5.06320 -1.00995 -2.41970 0.49
O -5.26441 -2.10019 -1.79633 -0.36
O -5.32437 -0.79862 -3.67426 -0.38
H -5.08006 0.87985 -1.50987 0.24
H -3.56384 0.19439 -2.11364 0.24
H -4.22704 -0.47020 -0.57732 0.25
Br -2.63491 -2.12618 0.94452 -0.03
C -1.86451 -0.30286 0.58749 -0.46
C -0.42880 -0.05399 1.12394 -0.38
Br 0.88813 -0.72959 -0.29072 -0.10
H -2.67997 0.32333 0.94943 0.25
H -1.83373 -0.04307 -0.47065 0.23
H -0.21082 -0.60778 2.03713 0.24
H -0.16814 0.99328 1.27680 0.26
```

Its lowest unoccupied orbital energy is -0.0234 Ha. As for the spin multiplicity: 1. For the HOMO energy, the calculation gives -10.156 eV. As for the total charge: 0. For the orbital gap, the calculation gives 9.520 eV. The SMILES is C[N+](=O)[O-].C[N+](=O)[O-].C[N+](=O)[O-].C[N+](=O)[O-].C[N+](=O)[O-].C[N+](=O)[O-].BrCCBr.